(1)
A 9-piece molecular cluster, C20H54F2N3O26S8 overall in a non-equilibrium geometry. Source: the Open Molecules 2025 dataset; level of theory: ωB97M-V/def2-TZVPD.

Atoms and positions in Å:
1 N 0.98001 -1.57045 -0.66550
2 S 1.84651 -0.46232 -1.25865
3 O 2.52929 0.36420 -0.28873
4 O 1.47227 0.04562 -2.59108
5 F 3.15221 -1.34648 -1.73159
6 S -0.15565 -0.41881 -0.01675
7 O -0.37949 0.93299 -0.53466
8 O -0.36800 -0.59762 1.40636
9 F -1.54922 -1.09854 -0.53110
10 C 3.66882 -6.02112 -0.24206
11 N 3.85920 -7.18868 -1.18344
12 O 3.27496 -8.21866 -1.02139
13 O 4.74886 -7.10025 -2.03568
14 H 2.91492 -6.31424 0.48856
15 H 3.55996 -5.10912 -0.82901
16 H 4.52368 -5.91621 0.42601
17 C 5.22369 -0.54589 -6.30220
18 N 3.97785 -0.01717 -6.91287
19 O 3.17279 -0.81532 -7.37887
20 O 3.74987 1.17575 -6.86905
21 H 5.46766 -1.43323 -6.88634
22 H 5.12858 -0.87781 -5.26834
23 H 5.98181 0.19492 -6.55628
24 O -1.60387 -7.95729 5.40656
25 S -1.29612 -6.68192 4.76147
26 O -0.09792 -6.56855 3.87128
27 O -2.67994 -6.15137 3.96355
28 C -2.58087 -4.93206 3.31049
29 C -3.79312 -4.63553 2.45476
30 C -1.08312 -5.45706 6.09065
31 H -1.65176 -4.86964 2.74394
32 H -2.56654 -4.17191 4.09155
33 H -3.83857 -3.57278 2.21683
34 H -4.74130 -4.87801 2.93460
35 H -3.82160 -5.23309 1.54361
36 H -0.97580 -4.48084 5.61780
37 H -0.19440 -5.59826 6.70574
38 H -1.98377 -5.49505 6.70342
39 O -3.69197 3.26358 -6.09314
40 S -2.83354 2.08188 -6.15885
41 O -3.00905 1.00199 -7.12182
42 O -1.19067 2.48339 -6.23509
43 C -0.70810 3.60721 -5.56746
44 C -1.15796 4.95557 -6.19716
45 C -2.78664 1.31216 -4.47701
46 H 0.37408 3.53479 -5.67584
47 H -1.04549 3.45694 -4.54194
48 H -0.82660 4.95467 -7.23557
49 H -0.62934 5.77258 -5.70609
50 H -2.23339 5.04779 -6.04530
51 H -1.96138 0.60110 -4.43895
52 H -3.66624 0.70571 -4.26107
53 H -2.60498 2.00846 -3.65831
54 O -4.54473 2.67448 4.60657
55 S -4.64852 2.89852 3.16123
56 O -4.92278 1.82746 2.21154
57 O -5.80658 3.95882 2.89802
58 C -6.01490 5.08538 3.73209
59 C -7.43746 4.86081 4.17421
60 C -3.17632 3.90082 2.50566
61 H -5.86509 5.97175 3.11564
62 H -5.31742 5.17998 4.56436
63 H -7.54085 3.96642 4.78860
64 H -8.06747 4.63243 3.31454
65 H -7.73630 5.62013 4.89686
66 H -3.21830 3.97525 1.41901
67 H -2.28624 3.38492 2.86579
68 H -3.13184 4.87142 2.99969
69 O 5.52139 -1.92742 5.02971
70 S 4.17902 -1.44316 5.12064
71 O 3.42951 -1.70038 6.36301
72 O 4.25856 0.19072 4.75312
73 C 3.31813 1.02552 5.32466
74 C 3.30885 2.38116 4.63814
75 C 3.22995 -1.98242 3.57005
76 H 3.49116 1.15827 6.39262
77 H 2.27377 0.71450 5.29849
78 H 4.28380 2.86707 4.60005
79 H 2.48596 2.97625 5.03414
80 H 3.04401 2.24038 3.59022
81 H 3.81064 -1.72955 2.68294
82 H 2.27245 -1.46363 3.52384
83 H 3.04061 -3.05207 3.66008
84 O -1.83089 -6.10703 -6.10328
85 S -1.60420 -5.38385 -4.82331
86 O -2.70799 -4.74944 -4.10791
87 O -0.86559 -6.37960 -3.73502
88 C -0.73382 -5.91123 -2.40751
89 C -0.94016 -7.18005 -1.52705
90 C -0.22996 -4.22642 -5.12755
91 H -1.39871 -5.14322 -2.01230
92 H 0.25455 -5.49367 -2.21547
93 H -1.99301 -7.37075 -1.31911
94 H -0.44775 -7.07847 -0.55994
95 H -0.46274 -8.00747 -2.05197
96 H 0.49441 -4.84624 -5.65596
97 H 0.10621 -3.80828 -4.17874
98 H -0.53014 -3.37342 -5.73614
99 O 1.07936 7.16699 2.26013
100 S 2.44744 7.62760 2.12451
101 O 3.31637 7.66068 3.30050
102 O 3.24867 6.79013 0.92694
103 C 2.57766 5.88561 0.07741
104 C 1.95033 6.52177 -1.11451
105 C 2.36896 9.24539 1.29198
106 H 1.83123 5.27685 0.58766
107 H 3.29234 5.17096 -0.33075
108 H 1.03559 7.07787 -0.90929
109 H 1.75093 5.76227 -1.87047
110 H 2.66550 7.23243 -1.52876
111 H 3.42445 9.51692 1.27431
112 H 1.97822 9.93495 2.04026
113 H 1.78906 9.35932 0.37610

2S+1: 1
Kohn-Sham gap, eV: 9.271
Net charge: -1
Energy above the lowest of the compared OMol25 structures with the same formula, charge and spin, eV: 5.528

***

(2)
C14H35MoP3 as an isolated structure. Source: the Open Molecules 2025 dataset; level of theory: ωB97M-V/def2-TZVPD.

Atoms and positions in Å:
1 Mo 0.36961 0.32435 -0.37425
2 C -2.39983 2.96708 -0.04680
3 P -2.02048 1.26599 0.45698
4 C -3.57077 0.37524 0.14485
5 C -1.87761 1.31158 2.27898
6 C -1.22901 0.02505 2.77852
7 P 0.40640 -0.19336 1.98403
8 C 0.95975 -1.81323 2.56806
9 C 1.47611 0.95215 2.90371
10 H -1.56896 3.63625 0.17770
11 H -3.28234 3.31456 0.49387
12 H -2.60798 3.01434 -1.11553
13 H -4.36716 0.83491 0.73336
14 H -3.49786 -0.67612 0.41649
15 H -3.84436 0.44848 -0.90690
16 H -2.86489 1.46586 2.72004
17 H -1.27221 2.18287 2.54439
18 H -1.84387 -0.84657 2.53614
19 H -1.10764 0.03247 3.86397
20 H 1.01811 -1.80621 3.65768
21 H 1.94701 -2.05233 2.17275
22 H 0.26468 -2.59464 2.26853
23 H 1.41093 0.75596 3.97494
24 H 1.19410 1.98917 2.71861
25 H 2.51329 0.81923 2.59358
26 C -1.43821 -2.91333 -0.13204
27 P -0.58151 -1.74513 -1.22662
28 C -1.79932 -1.43616 -2.54354
29 C 0.62882 -2.80822 -2.05829
30 H -1.95219 -3.66595 -0.73221
31 H -2.17304 -2.41345 0.49779
32 H -0.72043 -3.42507 0.50715
33 H -2.10205 -2.37841 -3.00307
34 H -1.37653 -0.80050 -3.32282
35 H -2.68824 -0.95285 -2.14331
36 H 0.13904 -3.67506 -2.50313
37 H 1.37469 -3.15081 -1.34105
38 H 1.13435 -2.25073 -2.84713
39 C 2.19884 2.21116 -0.44548
40 C 2.32827 0.92277 -1.26549
41 C 1.50143 1.00718 -2.55998
42 C 3.79403 0.63513 -1.62014
43 C 1.99962 -0.44206 -0.27435
44 H 2.31795 3.08454 -1.08627
45 H 2.90746 2.24124 0.37797
46 H 1.18062 2.35485 0.02873
47 H 1.69136 1.96398 -3.04577
48 H 0.37476 1.00577 -2.41806
49 H 1.71539 0.18906 -3.24247
50 H 4.15277 1.43767 -2.26673
51 H 3.89938 -0.30732 -2.15610
52 H 4.42184 0.60774 -0.73118
53 H 2.86587 -1.02913 0.00990

2S+1: 1
Kohn-Sham gap, eV: 7.924
Net charge: +2
Energy above the lowest of the compared OMol25 structures with the same formula, charge and spin, eV: 0.278

***

(3)
A 15-piece molecular cluster, C42H114O15 overall in a non-equilibrium geometry. Source: the Open Molecules 2025 dataset; level of theory: ωB97M-V/def2-TZVPD.

Atoms and positions in Å:
1 C -7.56574 1.50634 -0.94992
2 C -6.62460 2.55172 -1.55517
3 O -5.22332 2.28278 -1.14216
4 H -7.24021 0.51049 -1.27063
5 H -8.62641 1.66988 -1.36433
6 H -7.48204 1.57094 0.15741
7 H -6.94449 3.61129 -1.35173
8 H -6.47379 2.52190 -2.62438
9 H -5.00762 2.73635 -0.30878
10 C -4.42623 -4.57534 0.92183
11 C -3.89863 -4.63960 -0.56434
12 O -2.68399 -3.93398 -0.79214
13 H -3.72901 -4.98595 1.60242
14 H -5.38233 -5.08781 0.96491
15 H -4.61560 -3.45092 1.09064
16 H -4.70369 -4.35246 -1.30617
17 H -3.68074 -5.66349 -0.82137
18 H -2.66200 -3.01413 -0.50043
19 C -0.47479 2.06070 -5.07898
20 C -0.22403 1.07590 -4.01006
21 O 1.04349 0.39920 -4.03590
22 H -0.73257 1.68415 -6.05553
23 H 0.29418 2.82976 -5.18257
24 H -1.39166 2.44491 -4.73156
25 H -1.04064 0.33361 -3.93634
26 H -0.22395 1.68892 -3.07833
27 H 0.82622 -0.52408 -3.78798
28 C -0.11299 4.73942 -1.40677
29 C 0.99641 5.47529 -0.64929
30 C 1.41456 6.65167 -1.44297
31 O 0.50897 5.96143 0.63727
32 H -0.51135 3.83097 -0.93109
33 H 0.27573 4.53558 -2.41207
34 H -0.98932 5.47854 -1.59271
35 H 1.85073 4.88518 -0.44632
36 H 0.67891 7.43733 -1.38980
37 H 1.64861 6.33502 -2.44899
38 H 2.29683 7.10473 -1.01591
39 H -0.12623 6.65462 0.44747
40 C 5.72224 -2.33937 -0.53527
41 C 5.34538 -2.50530 -1.99070
42 C 5.65268 -3.93795 -2.46458
43 O 3.98579 -2.28941 -2.10204
44 H 6.84840 -2.26702 -0.34535
45 H 5.50419 -3.23944 0.06421
46 H 5.14510 -1.52977 -0.08042
47 H 5.78057 -1.78772 -2.65095
48 H 4.95076 -4.69019 -1.98411
49 H 6.65006 -4.30740 -2.14924
50 H 5.60351 -4.01552 -3.54113
51 H 3.69971 -1.31654 -2.18124
52 C 6.40632 3.34177 1.85578
53 C 6.34565 1.83329 2.01943
54 C 7.42737 1.23669 2.83752
55 O 5.07708 1.59705 2.50919
56 H 5.47768 3.67755 1.40953
57 H 7.19969 3.63620 1.21784
58 H 6.58177 3.80111 2.79634
59 H 6.38547 1.45857 0.96656
60 H 7.41940 0.15419 2.67645
61 H 7.19369 1.41023 3.91448
62 H 8.43549 1.56611 2.65018
63 H 4.85770 0.62100 2.77882
64 C -0.54364 -4.32236 2.36696
65 C -0.10786 -5.33618 1.32934
66 C -1.16633 -6.39722 1.15281
67 O 0.30992 -4.70297 0.07971
68 H 0.30626 -3.78026 2.83250
69 H -1.03687 -4.76190 3.27401
70 H -1.21264 -3.55162 1.95161
71 H 0.84646 -5.73438 1.72962
72 H -2.06286 -5.85597 0.81904
73 H -1.36134 -6.73639 2.17372
74 H -0.96433 -7.26424 0.49738
75 H -0.44717 -4.58658 -0.54431
76 C 0.83169 -3.08592 -5.41070
77 C 0.81152 -3.26376 -3.86193
78 C 1.49683 -4.57265 -3.55363
79 O 1.36726 -2.08696 -3.21327
80 H 1.78643 -2.62062 -5.81685
81 H 0.04486 -2.49490 -5.84434
82 H 0.76345 -4.07757 -5.95085
83 H -0.24426 -3.26237 -3.64076
84 H 2.50144 -4.59569 -3.84292
85 H 0.89191 -5.45237 -3.85446
86 H 1.56539 -4.76934 -2.48886
87 H 2.32074 -2.04644 -3.25872
88 C 4.50917 2.60246 -1.76510
89 C 3.92797 1.34674 -1.15284
90 C 2.70706 1.38774 -0.25191
91 O 3.65007 0.51668 -2.29190
92 H 4.82457 3.34150 -0.97894
93 H 3.82518 3.07160 -2.47620
94 H 5.47364 2.38497 -2.22841
95 H 4.74673 0.74957 -0.72149
96 H 2.00503 0.46364 -0.22067
97 H 2.01577 2.19207 -0.48066
98 H 2.97215 1.64910 0.77580
99 H 2.74895 0.67209 -2.60325
100 C -3.16046 -1.08394 3.93811
101 C -4.13287 -0.64557 2.80852
102 C -5.46978 -0.15175 3.30628
103 O -3.40715 0.46385 2.15825
104 H -3.49309 -1.95570 4.48437
105 H -2.99697 -0.28654 4.62907
106 H -2.14370 -1.18430 3.57106
107 H -4.30751 -1.43783 2.05022
108 H -5.38600 0.66617 4.03527
109 H -5.93475 -1.01227 3.73975
110 H -6.16791 0.29943 2.53507
111 H -2.94601 0.09022 1.42090
112 C -1.16061 0.93198 -0.36822
113 C -1.19486 -0.58095 -0.33889
114 C -0.28235 -1.20933 0.75653
115 O -2.51630 -1.01418 -0.05007
116 H -1.23123 1.28847 0.63301
117 H -1.95789 1.31692 -1.00967
118 H -0.15508 1.31491 -0.67626
119 H -0.82111 -0.93525 -1.26722
120 H 0.77910 -1.00747 0.66355
121 H -0.34888 -2.28237 0.69268
122 H -0.57525 -0.87086 1.76300
123 H -3.00967 -0.70289 -0.83112
124 C -3.44885 5.32743 1.05491
125 C -3.26922 4.14077 1.93602
126 C -3.27416 4.41098 3.45492
127 O -4.21169 3.18588 1.60842
128 H -2.74542 6.12375 1.28467
129 H -4.41170 5.79728 1.23224
130 H -3.24693 5.10728 -0.02093
131 H -2.31364 3.71691 1.66392
132 H -4.18935 4.91228 3.71310
133 H -2.45404 5.04436 3.76306
134 H -3.32739 3.49259 3.96283
135 H -4.06559 2.25395 1.86564
136 C 4.10028 -3.36964 3.61205
137 C 4.25927 -1.97861 2.92915
138 C 3.01868 -1.48879 2.27336
139 O 4.76057 -1.02209 3.86472
140 H 3.87435 -4.15856 2.83125
141 H 3.29062 -3.20949 4.34416
142 H 5.01407 -3.63045 4.11025
143 H 5.11753 -1.93443 2.24455
144 H 2.78912 -2.08747 1.41814
145 H 3.20833 -0.49192 1.91488
146 H 2.18699 -1.41027 2.97093
147 H 4.10475 -0.75898 4.52250
148 C 0.00942 1.27213 3.76198
149 C 1.32704 1.66275 3.15433
150 C 1.40104 3.09146 2.89877
151 O 2.34916 1.29480 4.09683
152 H 0.11414 0.17190 3.83563
153 H -0.95943 1.51782 3.11505
154 H -0.07196 1.72206 4.75179
155 H 1.42481 1.02692 2.29741
156 H 1.17300 3.70185 3.72578
157 H 0.65293 3.28980 2.07065
158 H 2.38680 3.38121 2.51857
159 H 3.18033 1.74970 3.84397
160 C -4.83081 -1.94043 -2.85238
161 C -4.45900 -0.54799 -3.29718
162 C -5.47009 0.25041 -4.00009
163 O -3.92300 0.07716 -2.15007
164 H -5.40317 -2.50126 -3.59005
165 H -5.38690 -1.99247 -1.93176
166 H -3.89709 -2.46679 -2.72545
167 H -3.52243 -0.77248 -3.95902
168 H -5.11200 1.32270 -4.05839
169 H -6.44712 0.34941 -3.44108
170 H -5.79722 -0.06642 -5.04017
171 H -4.32014 0.95370 -2.06214

2S+1: 1
Kohn-Sham gap, eV: 10.391
Net charge: 0
Energy above the lowest of the compared OMol25 structures with the same formula, charge and spin, eV: 0.000

***

What is the net charge in the third record? 0